Record 1
A cluster of 2 separate species, C4H6N2O in total in a non-equilibrium geometry. Source: OMol25; level of theory: ωB97M-V with the def2-TZVPD basis set.

Values from the calculation:
energy above the lowest of the compared OMol25 structures with the same formula, charge and spin: 361.0 kJ/mol
net charge: 0
E_tot: -9269.7599 eV
LUMO: 0.621 eV
multiplicity: 1

XYZ file:
```
13
Properties=species:S:1:pos:R:3:forces:R:3:mulliken_charge:R:1
O 1.9531 1.3286 -1.3815 0.368 -0.666 0.072 -0.464
N -1.4452 -1.7886 0.8419 -0.058 -0.858 1.684 -0.619
N 0.0253 -0.2223 1.2943 -0.109 0.223 -0.055 -0.070
C -1.0736 -1.2068 -0.3244 0.188 0.518 -0.986 -0.289
C -0.1164 -0.2411 -0.0711 0.570 3.394 -1.987 0.127
C 0.6299 1.4687 -1.1377 -1.911 -2.804 1.698 -0.379
C -0.7793 -1.1830 1.8247 0.654 0.055 -1.777 -0.128
H 1.9619 0.5787 -2.0122 0.603 0.664 0.424 0.371
H -0.4701 -1.4119 2.8324 -1.240 -0.669 0.301 0.311
H -1.5194 -1.4979 -1.3189 0.653 0.349 1.457 0.323
H 0.1270 1.5485 -2.0913 -0.975 -0.271 0.227 0.276
H 0.2726 2.1695 -0.3764 0.817 0.054 -0.364 0.324
H 0.4341 0.4576 1.9203 0.440 0.012 -0.693 0.216
```
Forces are in eV/Å.

Record 2
The molecule C4H6N2O in a non-equilibrium geometry. Source: OMol25; level of theory: ωB97M-V with the def2-TZVPD basis set.

Values from the calculation:
energy above the lowest of the compared OMol25 structures with the same formula, charge and spin: 278.2 kJ/mol
net charge: 0
SMILES string: O=C1NC[C@H]2CN12
E_tot: -9270.6188 eV
LUMO: 0.865 eV
multiplicity: 1

XYZ file:
```
13
Properties=species:S:1:pos:R:3:forces:R:3:mulliken_charge:R:1
O -1.3455 -2.3458 0.2480 0.592 0.185 -0.207 -0.602
N -1.0889 -0.1645 0.9348 -0.365 -0.407 0.945 -0.183
N 0.0842 -0.8263 -0.8243 -1.463 1.549 -0.514 -0.265
C 0.2190 0.7412 -0.5394 -0.219 -0.521 -0.228 -0.201
C 1.2057 -0.0528 -1.2390 0.907 0.208 -0.251 -0.139
C -0.7885 -1.2759 0.1592 -0.369 0.194 0.373 0.385
C 0.0325 0.7538 0.9568 -0.096 -0.075 -0.135 -0.530
H 2.1915 -0.1819 -0.8246 0.286 -0.361 0.071 0.270
H 1.1255 0.0544 -2.3184 0.703 0.056 0.019 0.200
H -1.8352 -0.2092 1.5941 0.006 -0.197 0.635 0.203
H 0.9052 0.3520 1.5036 -0.239 0.120 -0.149 0.191
H -0.4529 1.4405 -1.0492 0.156 -0.642 -0.220 0.290
H -0.2527 1.7145 1.3983 0.102 -0.109 -0.339 0.379
```
Forces are in eV/Å.

Record 3
The molecule C4H6N2O. Source: OMol25; level of theory: ωB97M-V with the def2-TZVPD basis set.

Values from the calculation:
energy above the lowest of the compared OMol25 structures with the same formula, charge and spin: 441.4 kJ/mol
net charge: 0
SMILES string: CC(=C=CN)N=O
E_tot: -9268.9266 eV
LUMO: -0.362 eV
multiplicity: 1

XYZ file:
```
13
Properties=species:S:1:pos:R:3:forces:R:3:mulliken_charge:R:1
O 0.0054 -0.9905 -2.2058 0.521 0.028 0.194 -0.325
N -2.4558 0.9797 0.3452 -0.009 0.019 -0.173 -0.500
N 1.0381 -0.8525 -1.6024 -0.583 -0.064 -0.208 0.000
C -0.2961 -0.1136 0.2622 -0.032 -0.053 -0.144 0.217
C 0.9030 -0.2943 -0.2430 -0.148 0.090 0.227 0.241
C 2.2347 -0.0402 0.4073 0.068 0.014 0.030 -1.039
C -1.5839 -0.0945 0.5161 0.224 -0.101 0.062 -0.287
H -2.0267 -0.9665 0.9964 0.091 0.082 -0.065 0.310
H -3.4094 0.6930 0.1732 0.106 0.047 0.059 0.240
H 2.2187 0.8703 1.0112 -0.034 -0.141 -0.087 0.313
H -2.1466 1.6500 -0.3467 -0.034 -0.042 0.098 0.243
H 2.5225 -0.8735 1.0583 -0.053 0.112 -0.103 0.234
H 3.0051 0.0575 -0.3641 -0.119 0.009 0.110 0.352
```
Forces are in eV/Å.

Record 4
The molecule C4H6N2O. Source: OMol25; level of theory: ωB97M-V with the def2-TZVPD basis set.

Values from the calculation:
energy above the lowest of the compared OMol25 structures with the same formula, charge and spin: 118.1 kJ/mol
net charge: 0
SMILES string: O=C1NC[C@H]2CN12
E_tot: -9272.2778 eV
LUMO: 0.868 eV
multiplicity: 1

XYZ file:
```
13
Properties=species:S:1:pos:R:3:forces:R:3:mulliken_charge:R:1
O 1.3602 2.1827 0.6653 -0.261 -0.341 -0.134 -0.579
N 1.4090 -0.0640 0.1580 0.091 0.160 0.093 -0.145
N -0.4675 1.1125 -0.3631 0.192 0.218 -0.110 -0.354
C 0.8419 1.1828 0.2326 0.138 0.080 0.083 0.477
C 0.5065 -1.1130 -0.2599 -0.081 -0.069 -0.054 -0.526
C -1.4952 0.3830 0.3865 -0.153 -0.063 0.175 -0.373
C -0.7162 -0.2930 -0.6706 -0.031 -0.204 -0.149 0.013
H -1.1500 -0.4842 -1.6472 -0.032 -0.041 0.180 0.321
H 2.3661 -0.2084 0.4360 -0.161 0.023 0.105 0.182
H -2.5122 0.7052 0.1751 0.206 -0.006 0.073 0.232
H 0.8968 -1.6852 -1.1070 -0.017 0.114 0.076 0.314
H 0.2913 -1.8123 0.5595 -0.002 0.062 -0.170 0.231
H -1.3078 0.1126 1.4252 0.112 0.068 -0.169 0.210
```
Forces are in eV/Å.

Record 5
The molecule C4H6N2O in a non-equilibrium geometry. Source: OMol25; level of theory: ωB97M-V with the def2-TZVPD basis set.

Values from the calculation:
energy above the lowest of the compared OMol25 structures with the same formula, charge and spin: 345.0 kJ/mol
net charge: 0
E_tot: -9269.9263 eV
LUMO (alpha / beta): -0.361 / -0.361 eV
multiplicity: 1

XYZ file:
```
13
Properties=species:S:1:pos:R:3:forces:R:3:mulliken_charge:R:1
O -2.3285 -0.9967 -1.1660 0.386 0.250 0.513 -0.590
N -0.4148 0.2850 -1.2202 -0.191 -0.036 0.049 -0.259
N -1.0421 -0.8491 0.7729 0.772 -0.325 -0.421 -0.504
C 0.9201 -0.1514 0.6342 -0.798 -1.281 0.233 -0.283
C 0.9107 0.1965 -0.7633 0.300 0.594 0.543 -0.248
C -0.2646 0.2001 1.4101 0.175 0.402 0.349 -0.320
C -1.3781 -0.5769 -0.5315 0.594 0.169 -0.586 0.460
H 1.3992 1.1378 -0.2691 -0.180 0.454 -1.296 0.177
H -0.6235 1.2260 1.2787 -0.049 0.017 -0.058 0.252
H -0.1343 -0.0228 2.4690 -0.098 0.097 -0.076 0.302
H 1.6723 -0.2264 -1.4350 -0.378 -0.070 0.335 0.368
H 1.8439 -0.5651 1.0416 -0.462 -0.251 0.138 0.357
H -0.5602 0.3430 -2.2214 -0.072 -0.020 0.277 0.288
```
Forces are in eV/Å.

Record 6
A structure of composition C4H6N2O. Source: OMol25; level of theory: ωB97M-V with the def2-TZVPD basis set.

Values from the calculation:
energy above the lowest of the compared OMol25 structures with the same formula, charge and spin: 675.0 kJ/mol
net charge: 0
E_tot: -9266.5055 eV
LUMO (alpha / beta): -1.047 / -1.047 eV
multiplicity: 1

XYZ file:
```
13
Properties=species:S:1:pos:R:3:forces:R:3:mulliken_charge:R:1
O 1.6025 -0.4405 0.5158 -0.183 -0.050 0.045 -0.330
N -1.7401 -0.8559 0.7903 0.096 -0.169 0.267 0.066
N -0.3374 0.5619 -0.2681 0.000 -0.172 0.161 -0.454
C -1.6408 0.4355 0.1464 0.055 -0.116 -0.168 -0.174
C 0.2960 -0.3470 0.4252 0.090 0.015 0.017 0.872
C 2.3550 0.4870 -0.2709 0.146 0.148 -0.128 -0.617
C -0.5677 -1.2963 1.2317 -0.288 0.325 -0.333 -0.544
H -2.5579 0.5310 -0.9087 -0.093 0.135 0.054 0.003
H -2.6130 -1.1599 1.2033 0.120 0.029 -0.078 0.199
H 3.4018 0.2623 -0.0683 -0.155 0.044 -0.039 0.226
H 2.1287 0.3575 -1.3325 0.033 0.014 0.141 0.303
H 2.1099 1.5109 0.0232 0.036 -0.136 -0.041 0.305
H -2.4371 -0.0465 -1.4874 0.141 -0.068 0.103 0.144
```
Forces are in eV/Å.